Here is one molecule with the formula C4H4OS at a distorted geometry from OMol25. Energies are from ωB97M-V with the def2-TZVPD basis set.

## Properties
structure (SMILES): C#CC(=S)CO
charge: 0
electronic energy: -628.097464 hartree
energy relative to the best compared isomer or geometry (same formula, charge and spin): 86.3 kcal per mole
LUMO level: -1.3 eV
orbital gap: 7.72 eV

```
10
C4H4OS, DFT ωB97M-V with the def2-TZVPD basis set
C -0.77 0.33 2.25
C -0.19 -0.19 1.28
C 0.40 -0.71 0.13
S 0.86 -2.25 0.05
C 0.34 0.03 -1.46
O -0.48 1.22 -1.38
H -1.03 0.54 3.36
H 1.39 0.42 -1.60
H 0.04 -0.76 -2.20
H -0.56 1.39 -0.45
```